--- one ---
C4H5F2NS | wB97M-V/def2-TZVPD

Bonds (Å) are listed after each position.
Cartesian coordinates (Å):
1 C 0.041 -0.662 -0.078  C2 1.502, C4 1.494, N10 1.272
2 C 0.060 0.731 0.483  C1 1.502, C3 1.327, H6 1.073
3 C 0.171 1.883 -0.166  C2 1.327, H7 1.077, H8 1.052
4 C -1.313 -1.267 -0.263  C1 1.494, H9 1.119, F11 1.347, F12 1.376
5 H 2.493 0.209 0.531  S13 1.323
6 H -0.026 0.706 1.552  C2 1.073
7 H 0.164 2.796 0.406  C3 1.077
8 H 0.107 1.953 -1.214  C3 1.052
9 H -1.331 -2.297 -0.703  C4 1.119
10 N 1.006 -1.443 -0.354  C1 1.272, S13 1.715
11 F -1.945 -1.286 0.926  C4 1.347
12 F -2.056 -0.382 -1.009  C4 1.376
13 S 2.628 -0.939 -0.112  H5 1.323, N10 1.715

Values from the calculation:
Kohn-Sham gap (eV): 10.054
E_LUMO (Eh): 0.025
E_HOMO (eV): -9.38

The molecule's Löwdin atomic charges, reported in e, are given here:
1. C -0.3653
2. C -0.1427
3. C 0.0505
4. C -0.3479
5. H -0.1709
6. H 0.1106
7. H 0.0659
8. H 0.0611
9. H 0.1681
10. N -0.2914
11. F 0.0677
12. F 0.0447
13. S 0.7497

***

--- two ---
C4H5F2NS | wB97M-V/def2-TZVPD

Bonds (Å) are listed after each position.
Cartesian coordinates (Å):
1 C 0.062 -0.637 -0.122  C2 1.448, C4 1.461, N10 1.254
2 C 0.049 0.810 -0.164  C1 1.448, C3 1.279, H6 1.066
3 C -0.731 1.619 0.446  C2 1.279, H7 1.118, H8 1.282
4 C 1.438 -1.118 -0.217  C1 1.461, H9 1.153, F11 1.433, F12 1.514
5 H -2.235 0.259 -0.709  S13 1.409
6 H 0.959 1.220 -0.537  C2 1.066
7 H -0.379 2.677 0.372  C3 1.118
8 H -1.599 1.236 1.309  C3 1.282
9 H 1.411 -2.240 -0.480  C4 1.153
10 N -0.830 -1.490 0.103  C1 1.254, S13 1.613
11 F 2.207 -0.229 -1.038  C4 1.433
12 F 2.002 -1.077 1.187  C4 1.514
13 S -2.355 -1.028 -0.149  H5 1.409, N10 1.613

Values from the calculation:
Kohn-Sham gap (eV): 8.508
E_LUMO (Eh): -0.013
E_HOMO (eV): -8.87

The molecule's Löwdin atomic charges, reported in e, are given here:
1. C -0.4366
2. C -0.1998
3. C -0.0241
4. C -0.1708
5. H -0.0762
6. H 0.1033
7. H 0.0818
8. H 0.1530
9. H 0.1791
10. N -0.3232
11. F -0.0015
12. F -0.0540
13. S 0.7690

***

Computed energies relative to the best structure, in eV: one 0.000; two 1.821

***

--- one ---
C6H9BFNO3 | wB97M-V/def2-TZVPD

Bonds (Å) are listed after each position.
Cartesian coordinates (Å):
1 B 1.952 -0.878 -0.378  O9 1.344, O10 1.379, F12 1.310
2 C 0.705 1.964 0.897  C3 1.422, C4 1.374, H13 1.102
3 C 0.478 2.070 -0.503  C2 1.422, C5 1.384, H14 1.049
4 C 0.075 0.990 1.633  C2 1.374, N8 1.362, H15 1.068
5 C -0.425 1.174 -1.047  C3 1.384, C6 1.422, H16 1.090
6 C -1.018 0.210 -0.186  C5 1.422, N8 1.314, O11 1.374
7 C -2.518 -1.605 0.214  O11 1.376, H17 1.051, H18 1.124, H19 1.086
8 N -0.864 0.149 1.118  C4 1.362, C6 1.314
9 O 2.106 -0.712 -1.703  B1 1.344, H20 0.944
10 O 1.264 -1.926 0.198  B1 1.379, H21 1.033
11 O -1.864 -0.765 -0.658  C6 1.374, C7 1.376
12 F 2.683 -0.138 0.419  B1 1.310
13 H 1.517 2.510 1.404  C2 1.102
14 H 1.013 2.756 -1.089  C3 1.049
15 H 0.378 0.878 2.651  C4 1.068
16 H -0.457 1.060 -2.131  C5 1.090
17 H -3.332 -2.001 -0.319  C7 1.051
18 H -2.989 -0.924 0.974  C7 1.124
19 H -1.899 -2.308 0.764  C7 1.086
20 H 2.331 0.186 -1.886  O9 0.944
21 H 0.866 -2.690 -0.372  O10 1.033

Values from the calculation:
Kohn-Sham gap (eV): 9.466
E_LUMO (Eh): 0.019
E_HOMO (eV): -8.94

The molecule's Löwdin atomic charges, reported in e, are given here:
1. B -0.9543
2. C -0.0841
3. C -0.0613
4. C -0.1187
5. C 0.0031
6. C -0.3399
7. C -0.1098
8. N 0.1404
9. O 0.2181
10. O 0.1571
11. O -0.0778
12. F 0.2547
13. H 0.1135
14. H 0.0952
15. H 0.1071
16. H 0.1243
17. H 0.0736
18. H 0.1027
19. H 0.0905
20. H 0.0938
21. H 0.1720

***

--- two ---
C6H9BFNO3 | wB97M-V/def2-TZVPD

Bonds (Å) are listed after each position.
Cartesian coordinates (Å):
1 B 0.081 2.255 0.134  O9 1.329, O10 1.336, F12 1.354
2 C -0.607 -0.603 -2.358  C3 1.421, C4 1.406, H13 1.067
3 C 0.774 -0.797 -2.082  C2 1.421, C5 1.355, H14 1.013
4 C -1.461 -0.771 -1.254  C2 1.406, N8 1.313, H15 1.081
5 C 1.203 -0.875 -0.800  C3 1.355, C6 1.428, H16 1.031
6 C 0.273 -0.881 0.284  C5 1.428, N8 1.380, O11 1.297
7 C -0.258 -1.250 2.517  O11 1.410, H17 1.119, H18 1.068, H19 1.102
8 N -1.077 -0.877 -0.003  C4 1.313, C6 1.380
9 O 1.372 2.001 0.318  B1 1.329, H20 0.963
10 O -0.716 2.722 1.098  B1 1.336, H21 1.017
11 O 0.694 -1.141 1.482  C6 1.297, C7 1.410
12 F -0.540 2.053 -1.053  B1 1.354
13 H -0.911 -0.476 -3.373  C2 1.067
14 H 1.434 -0.739 -2.848  C3 1.013
15 H -2.522 -0.745 -1.459  C4 1.081
16 H 2.180 -0.887 -0.473  C5 1.031
17 H 0.342 -1.843 3.252  C7 1.119
18 H -1.170 -1.635 2.115  C7 1.068
19 H -0.578 -0.339 3.048  C7 1.102
20 H 1.775 1.964 -0.556  O9 0.963
21 H -0.289 2.866 2.010  O10 1.017

Values from the calculation:
Kohn-Sham gap (eV): 8.946
E_LUMO (Eh): 0.017
E_HOMO (eV): -8.49

The molecule's Löwdin atomic charges, reported in e, are given here:
1. B -0.9567
2. C -0.0500
3. C -0.0647
4. C -0.1591
5. C -0.0102
6. C -0.3524
7. C -0.0578
8. N 0.1290
9. O 0.2240
10. O 0.2013
11. O -0.0321
12. F 0.2071
13. H 0.0907
14. H 0.0735
15. H 0.1057
16. H 0.0957
17. H 0.1109
18. H 0.0686
19. H 0.0926
20. H 0.1219
21. H 0.1621

***

Computed energies relative to the best structure, in eV: one 0.000; two 0.113

***

--- one ---
C4H16N8O4 | wB97M-V/def2-TZVPD

Bonds (Å) are listed after each position.
Cartesian coordinates (Å):
1 C -1.368 -0.836 0.207  O2 1.232, N3 1.368, N4 1.357
2 O -2.258 -0.394 -0.522  C1 1.232
3 N -1.424 -2.049 0.837  C1 1.368, H5 1.002, H6 1.003
4 N -0.129 -0.291 0.307  C1 1.357, H7 1.012, H8 1.009
5 H -0.695 -2.235 1.500  N3 1.002
6 H -2.249 -2.614 0.772  N3 1.003
7 H 0.645 -0.741 0.779  N4 1.012
8 H 0.117 0.579 -0.142  N4 1.009
9 C -4.521 -1.923 -2.787  O10 1.238, N11 1.344, N12 1.355
10 O -5.198 -2.136 -3.802  C9 1.238
11 N -3.188 -1.753 -2.849  C9 1.344, H13 1.004, H14 1.014
12 N -5.083 -1.897 -1.555  C9 1.355, H15 1.004, H16 1.003
13 H -2.786 -1.845 -3.763  N11 1.004
14 H -2.666 -1.242 -2.146  N11 1.014
15 H -4.518 -1.667 -0.757  N12 1.004
16 H -6.054 -2.145 -1.560  N12 1.003
17 C 2.757 2.266 -0.932  O18 1.251, N19 1.346, N20 1.343
18 O 1.598 2.046 -0.515  C17 1.251
19 N 3.744 1.400 -0.633  C17 1.346, H21 1.004, H22 1.012
20 N 3.200 3.444 -1.401  C17 1.343, H23 1.008, H24 1.001
21 H 4.580 1.410 -1.189  N19 1.004
22 H 3.484 0.606 -0.061  N19 1.012
23 H 2.491 4.122 -1.631  N20 1.008
24 H 4.109 3.783 -1.155  N20 1.001
25 C 2.103 0.174 2.511  O26 1.230, N27 1.368, N28 1.365
26 O 2.349 -0.675 1.656  C25 1.230
27 N 1.833 -0.123 3.818  C25 1.368, H29 0.999, H30 1.008
28 N 2.063 1.520 2.288  C25 1.365, H31 1.003, H32 1.021
29 H 1.455 0.468 4.529  N27 0.999
30 H 2.054 -1.079 4.051  N27 1.008
31 H 1.495 2.115 2.862  N28 1.003
32 H 2.060 1.708 1.284  N28 1.021

Values from the calculation:
Kohn-Sham gap (eV): 9.043
E_LUMO (Eh): 0.012
E_HOMO (eV): -8.72

The molecule's Löwdin atomic charges, reported in e, are given here:
1. C -0.6398
2. O -0.0099
3. N 0.1559
4. N 0.1753
5. H 0.0917
6. H 0.1007
7. H 0.0539
8. H 0.0734
9. C -0.7039
10. O -0.0169
11. N 0.1539
12. N 0.1520
13. H 0.1018
14. H 0.0505
15. H 0.0759
16. H 0.1010
17. C -0.6488
18. O -0.0253
19. N 0.1726
20. N 0.1628
21. H 0.1076
22. H 0.0925
23. H 0.1132
24. H 0.1051
25. C -0.6655
26. O -0.0071
27. N 0.1534
28. N 0.1703
29. H 0.0967
30. H 0.1043
31. H 0.1043
32. H 0.0486

***

--- two ---
C4H16N8O4 | wB97M-V/def2-TZVPD

Bonds (Å) are listed after each position.
Cartesian coordinates (Å):
1 C -2.234 -0.988 -1.522  O2 1.234, N3 1.269, N4 1.369
2 O -2.979 -1.531 -0.702  C1 1.234
3 N -2.317 -1.124 -2.781  C1 1.269, H5 1.010, H6 1.010
4 N -1.232 -0.156 -1.103  C1 1.369, H7 1.010, H8 1.010
5 H -1.672 -0.608 -3.362  N3 1.010
6 H -3.003 -1.754 -3.171  N3 1.010
7 H -1.120 0.052 -0.121  N4 1.010
8 H -0.467 -0.046 -1.755  N4 1.010
9 C 3.006 -0.461 -2.136  O10 1.186, N11 1.323, N12 1.285
10 O 2.030 -0.686 -1.501  C9 1.186
11 N 3.761 -1.293 -2.836  C9 1.323, H13 1.010, H14 1.010
12 N 3.294 0.760 -2.413  C9 1.285, H15 1.010, H16 1.010
13 H 3.695 -2.293 -2.711  N11 1.010
14 H 4.379 -0.920 -3.542  N11 1.010
15 H 2.580 1.439 -2.191  N12 1.010
16 H 4.044 0.882 -3.079  N12 1.010
17 C -1.917 2.527 2.899  O18 1.203, N19 1.272, N20 1.265
18 O -1.330 3.088 3.786  C17 1.203
19 N -2.595 1.466 3.079  C17 1.272, H21 1.010, H22 1.010
20 N -1.972 2.745 1.654  C17 1.265, H23 1.010, H24 1.010
21 H -3.079 1.026 2.309  N19 1.010
22 H -2.733 1.148 4.028  N19 1.010
23 H -1.520 3.620 1.431  N20 1.010
24 H -2.667 2.324 1.054  N20 1.010
25 C 0.678 -0.756 1.673  O26 1.230, N27 1.315, N28 1.335
26 O 0.414 0.400 1.346  C25 1.230
27 N 1.570 -1.472 1.023  C25 1.315, H29 1.010, H30 1.010
28 N 0.050 -1.234 2.749  C25 1.335, H31 1.010, H32 1.010
29 H 1.708 -2.464 1.156  N27 1.010
30 H 1.730 -1.040 0.124  N27 1.010
31 H -0.498 -0.627 3.341  N28 1.010
32 H 0.395 -2.026 3.273  N28 1.010

Values from the calculation:
Kohn-Sham gap (eV): 9.280
E_LUMO (Eh): 0.008
E_HOMO (eV): -9.07

The molecule's Löwdin atomic charges, reported in e, are given here:
1. C -0.7567
2. O -0.0057
3. N 0.1665
4. N 0.1658
5. H 0.1146
6. H 0.1280
7. H 0.0658
8. H 0.0754
9. C -0.7664
10. O 0.0480
11. N 0.1733
12. N 0.1749
13. H 0.1212
14. H 0.1074
15. H 0.1373
16. H 0.1125
17. C -0.8668
18. O 0.0507
19. N 0.1541
20. N 0.1721
21. H 0.1156
22. H 0.1239
23. H 0.1297
24. H 0.1207
25. C -0.7324
26. O -0.0120
27. N 0.1769
28. N 0.1600
29. H 0.1116
30. H 0.0390
31. H 0.0979
32. H 0.0971

***

Computed energies relative to the best structure, in eV: one 0.000; two 2.366